(1)
# C9H27HgSe4Si4Te

A molecular structure, C9H27HgSe4Si4Te (wB97M-V/def2-TZVPD, OMol25).

Computed properties:
* HOMO level (spin up / spin down): -1.475 / -1.154 eV
* lowest unoccupied orbital energy (spin up / spin down): 0.165 / 0.130 Ha
* spin multiplicity: 2
* total charge: -2
* largest force on an atom: 0.72 eV Å⁻¹
* gap between HOMO and LUMO (spin up / spin down): 5.96 / 4.70 eV

Element x y z (Å)
Hg (-5.15803, 0.08629, 3.44993)
Se (-7.60429, -2.70189, 0.38109)
Se (-6.58206, -0.70108, 0.34746)
Se (-8.36190, 0.67545, 1.04336)
Se (-7.73098, 2.83476, 1.14745)
C (-0.63719, 2.00504, -2.70466)
Si (0.10161, 0.33829, -2.17937)
C (-0.83144, -0.99657, -3.15203)
C (1.86858, 0.33046, -2.90153)
Si (-0.08454, -0.00672, 0.12451)
Te (-2.44381, -0.00245, 0.67847)
Si (0.93888, -2.04087, 0.65060)
C (2.77112, -2.20851, 0.14289)
C (0.05213, -3.50520, -0.16660)
C (0.90758, -2.38372, 2.51849)
Si (1.12092, 1.69088, 1.19240)
C (1.11553, 1.49847, 3.08289)
C (2.96753, 1.79306, 0.71580)
C (0.42610, 3.42328, 0.84659)
H (-0.72713, 2.08476, -3.79150)
H (-0.02040, 2.83851, -2.35614)
H (-1.63268, 2.12925, -2.27112)
H (-0.90917, -0.74750, -4.21398)
H (-1.84259, -1.11242, -2.75390)
H (-0.33285, -1.96662, -3.06861)
H (1.86048, 0.48904, -3.98404)
H (2.36740, -0.62321, -2.70853)
H (2.47914, 1.11988, -2.45451)
H (2.89344, -2.07502, -0.93525)
H (3.17621, -3.18965, 0.40714)
H (3.38432, -1.45097, 0.63878)
H (0.20018, -3.50166, -1.25020)
H (-1.02369, -3.43549, 0.01379)
H (0.40372, -4.46609, 0.21876)
H (1.56439, -1.69463, 3.05675)
H (1.22483, -3.40298, 2.75502)
H (-0.10416, -2.24086, 2.90694)
H (1.68793, 0.61828, 3.38862)
H (0.09226, 1.36489, 3.44353)
H (1.54614, 2.36792, 3.58704)
H (3.48648, 0.86186, 0.95933)
H (3.47846, 2.60439, 1.24280)
H (3.08782, 1.96550, -0.35712)
H (-0.65221, 3.43768, 1.02516)
H (0.58707, 3.71105, -0.19613)
H (0.88889, 4.18511, 1.47962)

List of Mulliken charges in e, atom by atom: 0.003, -0.609, 0.123, -0.042, -0.513, -1.071, 0.368, -1.069, -1.103, -0.234, -0.362, 0.391, -1.078, -1.077, -1.102, 0.375, -1.103, -1.078, -1.085, 0.374, 0.277, 0.275, 0.373, 0.281, 0.277, 0.394, 0.242, 0.246, 0.229, 0.394, 0.252, 0.285, 0.281, 0.374, 0.288, 0.378, 0.283, 0.288, 0.291, 0.375, 0.237, 0.392, 0.232, 0.282, 0.293, 0.375

(2)
# C18H28O20

8 unconnected molecules or ions with the total composition C18H28O20 (wB97M-V/def2-TZVPD, OMol25).

Computed properties:
* HOMO level: -10.313 eV
* lowest unoccupied orbital energy: -0.012 Ha
* largest force on an atom: 1.59 eV Å⁻¹
* gap between HOMO and LUMO: 9.99 eV
* SMILES: O=C1OCCO1.O=C1OCCO1.O=C1OCCO1.O=C1OCCO1.O=C1OCCO1.O=C1OCCO1.O.O

Element x y z (Å)
O (-3.74781, -3.43580, 0.46525)
C (-2.95501, -3.25809, -0.40180)
O (-1.60931, -3.21548, -0.21065)
C (-0.94100, -3.01422, -1.46588)
C (-2.06261, -3.10171, -2.49185)
O (-3.25699, -3.02810, -1.69613)
H (-0.42317, -2.06014, -1.40541)
H (-0.24072, -3.83257, -1.62919)
H (-2.05197, -4.06057, -3.01151)
H (-2.09704, -2.29214, -3.21397)
O (2.07585, 3.44137, -3.61598)
C (2.12770, 2.27022, -3.45139)
O (1.19025, 1.53960, -2.80457)
C (1.50148, 0.16119, -2.91479)
C (2.97716, 0.20265, -3.34684)
O (3.10378, 1.46814, -3.95619)
H (1.45917, -0.36070, -1.96149)
H (0.87129, -0.36727, -3.62892)
H (3.25234, -0.62900, -3.99434)
H (3.62867, 0.09651, -2.47209)
O (-3.55239, 2.01318, 4.23425)
C (-3.79036, 1.75693, 3.10102)
O (-3.59232, 2.59929, 2.06195)
C (-3.77370, 1.88190, 0.84093)
C (-4.48911, 0.57625, 1.27431)
O (-4.32642, 0.59117, 2.68326)
H (-4.31518, 2.49592, 0.12477)
H (-2.78580, 1.66588, 0.42717)
H (-3.89182, -0.22065, 0.84039)
H (-5.53550, 0.57314, 0.98678)
O (2.14143, 0.81664, 0.19479)
C (3.00405, 0.03704, 0.45570)
O (2.99806, -1.26172, 0.07483)
C (4.16745, -1.89964, 0.60440)
C (5.07821, -0.72432, 0.91715)
O (4.13522, 0.33610, 1.11479)
H (3.89449, -2.46941, 1.49453)
H (4.56323, -2.59987, -0.12692)
H (5.76665, -0.47813, 0.10945)
H (5.63367, -0.85087, 1.84225)
O (-1.87719, -0.93506, 2.09151)
C (-1.24281, -1.83423, 2.54955)
O (-1.70880, -2.71592, 3.43060)
C (-0.71574, -3.69982, 3.72167)
C (0.54377, -3.14359, 3.03919)
O (0.03395, -2.12483, 2.18994)
H (-0.65961, -3.82829, 4.79966)
H (-1.02264, -4.65081, 3.28633)
H (1.01422, -3.92780, 2.44822)
H (1.27629, -2.72120, 3.72650)
O (0.87159, 6.45533, 2.00397)
C (0.82137, 5.70905, 1.07929)
O (1.15241, 4.39962, 1.11958)
C (0.77406, 3.78796, -0.12872)
C (0.72596, 4.97952, -1.06020)
O (0.42376, 6.05611, -0.17319)
H (1.57455, 3.09870, -0.38579)
H (-0.14193, 3.20437, -0.03980)
H (-0.07111, 4.88033, -1.79676)
H (1.65096, 5.11782, -1.61792)
O (-1.94953, 0.07732, -2.62427)
H (-1.48678, 0.01085, -1.77197)
H (-2.87999, 0.16091, -2.40023)
O (-0.55859, 0.15012, -0.19860)
H (0.31774, 0.41188, 0.11495)
H (-0.99786, -0.28102, 0.54845)

List of Mulliken charges in e, atom by atom: -0.529, 0.634, -0.221, 0.325, -0.410, -0.378, -0.288, 0.325, 0.283, 0.334, -0.546, 0.532, -0.174, 0.517, -0.165, -0.370, -0.463, 0.319, 0.361, 0.001, -0.542, 0.660, -0.375, 0.213, 0.202, -0.321, 0.365, -0.292, -0.195, 0.337, -0.378, 0.331, -0.286, -0.376, -0.356, -0.398, 0.256, 0.315, 0.270, 0.308, -0.598, 0.450, -0.376, -0.399, -0.296, -0.157, 0.284, 0.283, 0.273, 0.268, -0.548, 0.562, -0.369, 0.657, -0.206, -0.363, -0.267, -0.123, 0.317, 0.265, -0.647, 0.129, 0.320, 0.371, 0.128, 0.214

(3)
# C9H14BrNO5SY

A molecular structure, C9H14BrNO5SY (wB97M-V/def2-TZVPD, OMol25).

Computed properties:
* HOMO level: -17.510 eV
* lowest unoccupied orbital energy: -0.561 Ha
* total charge: +3
* largest force on an atom: 2.14 eV Å⁻¹
* gap between HOMO and LUMO: 2.24 eV

Element x y z (Å)
C (3.09419, -0.69920, 0.74812)
C (2.34275, -0.03242, -0.33879)
O (2.62062, -0.07847, -1.49920)
N (1.17155, 0.77798, 0.11405)
C (1.68319, 2.17627, 0.07242)
C (0.05025, 0.58308, -0.77431)
C (-0.94156, 1.74347, -0.52453)
O (-2.36223, 1.39832, -0.89889)
S (-3.32517, 0.81979, 0.11978)
O (-3.26400, 1.74445, 1.44472)
O (-2.84281, -0.51046, 0.64133)
C (-1.35506, -0.65354, 0.83800)
C (-0.69948, -0.71193, -0.54689)
C (0.11088, -1.97570, -0.71476)
C (-0.82462, -3.14915, -0.66650)
O (-1.76551, -3.28786, -1.39786)
Br (-0.46629, -4.38275, 0.78414)
H (4.14979, -0.63435, 0.55570)
H (2.81405, -1.73756, 0.80926)
H (2.87300, -0.25826, 1.70139)
H (2.72800, 2.18989, 0.30187)
H (1.14502, 2.82219, 0.74382)
H (1.60898, 2.57137, -0.93352)
H (0.35488, 0.64845, -1.81443)
H (-0.68875, 2.55743, -1.17209)
H (-0.90223, 2.11984, 0.48411)
H (-1.23343, -1.59086, 1.35055)
H (-0.95540, 0.10926, 1.48782)
H (-1.50054, -0.81612, -1.25733)
H (0.54294, -1.96588, -1.70348)
H (0.90156, -2.06487, 0.00324)
Y (-5.06454, 2.28757, 2.04227)

List of Mulliken charges in e, atom by atom: -1.215, 0.504, -0.468, 0.085, -1.170, 0.212, -1.189, -0.228, 0.690, -0.446, -0.187, -0.625, -0.490, -0.632, 0.138, -0.443, -0.074, 0.417, 0.349, 0.358, 0.444, 0.378, 0.422, 0.678, 0.455, 0.666, 0.313, 0.344, 0.682, 0.518, 0.253, 2.258

(4)
# C7H12O

A single C7H12O molecule (wB97M-V/def2-TZVPD, OMol25).

Computed properties:
* HOMO level: -9.401 eV
* lowest unoccupied orbital energy: 0.033 Ha
* largest force on an atom: 2.40 eV Å⁻¹
* gap between HOMO and LUMO: 10.31 eV
* SMILES: C=C(CC)[C@H](C)C=O

Element x y z (Å)
C (1.61936, -0.93365, -0.40653)
C (0.55319, -0.24925, 0.02685)
C (0.68205, 0.64198, 1.32826)
C (1.02248, 2.08349, 0.99347)
C (-0.83843, -0.27919, -0.52408)
C (-1.71079, -1.34475, 0.13354)
C (-0.92989, -0.44868, -2.12091)
O (-0.10108, -0.94262, -2.87403)
H (1.57332, -1.58043, -1.27797)
H (2.58653, -0.84728, 0.07931)
H (1.46780, 0.21543, 1.96250)
H (-0.23776, 0.59326, 1.92078)
H (0.20702, 2.57252, 0.45160)
H (1.20542, 2.65310, 1.91127)
H (1.92733, 2.14629, 0.37994)
H (-1.29979, 0.70546, -0.37396)
H (-1.14299, -2.25529, 0.35249)
H (-2.12201, -0.97347, 1.07842)
H (-2.55422, -1.62737, -0.50532)
H (-1.90754, -0.12955, -2.53565)

List of Mulliken charges in e, atom by atom: -0.944, 0.338, -0.818, -1.048, 0.523, -1.317, -0.255, -0.474, 0.306, 0.309, 0.409, 0.279, 0.298, 0.356, 0.295, 0.301, 0.325, 0.344, 0.399, 0.374

(5)
# C4H12MnN2O14S2

A molecular structure, C4H12MnN2O14S2 (wB97M-V/def2-TZVPD, OMol25).

Computed properties:
* HOMO level (spin up / spin down): 4.682 / 4.676 eV
* lowest unoccupied orbital energy (spin up / spin down): 0.308 / 0.308 Ha
* spin multiplicity: 6
* total charge: -4
* largest force on an atom: 2.35 eV Å⁻¹
* gap between HOMO and LUMO (spin up / spin down): 3.71 / 3.70 eV

Element x y z (Å)
Mn (-2.17446, -0.62745, -3.22000)
C (-1.65851, 1.15536, -6.15139)
O (-1.97545, 0.56367, -4.99466)
H (-1.07680, 0.48668, -6.84248)
H (-2.54278, 1.51642, -6.73911)
H (-1.04739, 2.08697, -6.00863)
C (-0.33405, 1.38366, -1.89564)
O (-1.06876, 0.27298, -1.65279)
H (-0.88752, 2.20131, -2.40591)
H (0.08604, 1.78544, -0.93492)
H (0.60134, 1.19256, -2.51582)
S (-5.11729, 0.58212, -1.57036)
O (-5.53512, 1.96803, -1.98527)
O (-6.35463, -0.25448, -1.63677)
O (-4.15433, 0.05948, -2.63120)
O (-4.49623, 0.58314, -0.25125)
S (-2.33271, -3.56711, -1.21681)
O (-3.74142, -4.04986, -1.13690)
O (-1.88177, -3.02141, 0.06664)
O (-1.50950, -4.75452, -1.65433)
O (-2.23165, -2.54208, -2.31881)
C (-5.41353, -3.23978, -4.20741)
N (-4.03630, -3.08645, -4.72897)
O (-3.44484, -4.08486, -5.14442)
O (-3.54090, -2.01791, -4.48321)
H (-5.47987, -2.77559, -3.22270)
H (-5.61570, -4.30741, -4.14146)
H (-6.11258, -2.84260, -4.94482)
C (1.59083, -0.83188, -5.27917)
N (0.33157, -1.52855, -4.93805)
O (-0.06412, -2.38018, -5.71434)
O (-0.11503, -1.26057, -3.87966)
H (1.60849, 0.10244, -4.72982)
H (1.62664, -0.72545, -6.36091)
H (2.39046, -1.51641, -4.99977)

List of Mulliken charges in e, atom by atom: 1.600, -1.053, -0.434, 0.172, 0.183, 0.226, -0.554, -0.726, 0.108, 0.295, 0.021, 0.866, -0.811, -0.801, -0.556, -0.717, 0.945, -0.790, -0.740, -0.817, -0.365, -0.822, 0.845, -0.622, -0.323, 0.292, 0.314, 0.268, -0.949, 1.054, -0.630, -0.340, 0.248, 0.312, 0.301

E, record by record: -314140.7572; -60070.9856; -103172.9016; -9499.9229; -88963.3425 eV